{"formula": "C25H23I2IrN5O2", "method": "ωB97M-V with the def2-TZVPD basis set", "relative_energy_ev": 1.110, "spin_multiplicity": 1, "e_tot_ev": -56876.709, "orbital_gap_ha": 0.23722, "e_homo_ev": -10.332, "e_lumo_ev": -3.9, "charge": 1, "elements": ["Ir", "I", "C", "C", "C", "I", "C", "O", "C", "C", "N", "C", "C", "C", "C", "C", "C", "N", "C", "H", "H", "H", "H", "H", "H", "H", "H", "H", "H", "H", "C", "N", "N", "C", "O", "C", "C", "C", "C", "C", "C", "C", "C", "C", "H", "H", "H", "H", "H", "H", "H", "H", "H", "H", "H", "H", "N", "C"], "positions_angstrom": [[-0.275, -0.625, 0.507], [5.957, 4.066, 0.882], [4.469, 2.646, 0.523], [4.810, 1.385, 0.054], [3.802, 0.477, -0.193], [4.255, -1.447, -0.865], [2.435, 0.782, -0.022], [1.518, -0.100, -0.398], [2.134, 2.040, 0.513], [0.739, 2.423, 0.924], [-0.342, 1.681, 0.258], [-1.660, 2.175, 0.655], [-2.742, 1.197, 0.318], [-4.079, 1.554, 0.351], [-5.039, 0.584, 0.122], [-4.634, -0.718, -0.143], [-3.285, -0.997, -0.170], [-2.359, -0.049, 0.054], [3.147, 2.956, 0.768], [5.845, 1.121, -0.112], [0.612, 3.499, 0.765], [0.638, 2.236, 1.997], [-0.233, 1.736, -0.753], [-1.882, 3.153, 0.219], [-1.653, 2.290, 1.742], [-4.358, 2.575, 0.572], [-6.090, 0.836, 0.155], [-5.351, -1.504, -0.334], [-2.906, -1.987, -0.383], [2.893, 3.923, 1.187], [1.761, -6.453, -0.119], [1.281, -5.253, -0.784], [0.349, -4.421, -0.227], [0.332, -3.249, -0.929], [-0.530, -2.320, -0.683], [1.307, -3.359, -1.927], [1.885, -4.599, -1.794], [2.971, -5.241, -2.580], [-0.647, -4.861, 0.697], [-0.932, -4.078, 1.805], [-1.918, -4.485, 2.689], [-2.607, -5.669, 2.468], [-2.329, -6.438, 1.346], [-1.349, -6.035, 0.453], [1.139, -6.661, 0.746], [2.790, -6.314, 0.212], [1.716, -7.305, -0.794], [1.557, -2.595, -2.641], [3.278, -4.589, -3.392], [2.631, -6.191, -2.995], [3.841, -5.444, -1.952], [-0.383, -3.163, 1.978], [-2.135, -3.879, 3.558], [-3.361, -5.996, 3.172], [-2.882, -7.348, 1.158], [-1.139, -6.620, -0.434], [-0.352, -0.749, 3.621], [-0.294, -0.723, 2.467]], "lowdin_charge": [1.401, 0.900, -0.732, -0.214, -0.617, 0.974, -0.428, -0.321, -0.149, -0.135, -0.110, -0.128, -0.249, 0.007, -0.017, -0.023, -0.084, -0.019, -0.115, 0.087, 0.138, 0.139, 0.149, 0.145, 0.147, 0.129, 0.124, 0.119, 0.108, 0.106, 0.031, -0.038, 0.075, -0.368, -0.189, 0.032, -0.250, 0.008, -0.192, -0.009, -0.047, -0.063, -0.061, -0.024, 0.093, 0.107, 0.106, 0.118, 0.094, 0.097, 0.095, 0.072, 0.116, 0.112, 0.112, 0.122, 0.006, -0.486]}



{"formula": "C34H49CsNPS", "method": "ωB97M-V with the def2-TZVPD basis set", "relative_energy_ev": 0.808, "spin_multiplicity": 1, "e_tot_ev": -58216.098, "orbital_gap_ha": 0.24138, "e_homo_ev": -6.425, "e_lumo_ev": 0.1, "elements": ["Cs", "C", "C", "C", "C", "C", "C", "C", "C", "C", "C", "C", "C", "C", "C", "C", "C", "C", "C", "C", "C", "C", "P", "C", "C", "C", "C", "C", "C", "C", "C", "H", "H", "H", "H", "H", "H", "H", "H", "H", "H", "H", "H", "H", "H", "H", "H", "H", "H", "H", "H", "H", "H", "H", "H", "H", "H", "H", "H", "H", "H", "H", "H", "H", "H", "H", "H", "H", "H", "H", "H", "H", "H", "H", "H", "H", "S", "C", "C", "C", "C", "C", "N", "H", "H", "H", "H"], "positions_angstrom": [[0.821, -2.263, -0.799], [3.823, 1.629, -3.661], [2.304, 1.692, -3.798], [1.927, 3.035, -4.438], [1.557, 1.534, -2.491], [2.168, 1.598, -1.253], [1.459, 1.498, -0.060], [2.357, 1.610, 1.166], [1.912, 0.812, 2.380], [2.587, 3.080, 1.546], [0.051, 1.408, -0.079], [-0.597, 1.488, -1.329], [0.176, 1.429, -2.490], [-2.073, 1.782, -1.616], [-3.025, 2.019, -0.445], [-2.158, 3.054, -2.483], [-0.717, 1.515, 1.201], [-0.824, 2.845, 1.614], [-1.498, 3.223, 2.756], [-2.123, 2.253, 3.516], [-2.038, 0.933, 3.119], [-1.338, 0.517, 1.983], [-1.227, -1.322, 1.684], [-0.955, -2.104, 3.439], [0.200, -1.364, 4.120], [-2.099, -2.195, 4.458], [-0.463, -3.539, 3.186], [-3.019, -1.798, 1.160], [-4.147, -1.021, 1.840], [-3.256, -3.300, 1.329], [-3.090, -1.536, -0.350], [4.279, 1.667, -4.649], [4.137, 0.710, -3.172], [4.188, 2.482, -3.096], [1.974, 0.891, -4.472], [2.236, 3.853, -3.789], [0.855, 3.112, -4.604], [2.428, 3.146, -5.400], [3.237, 1.744, -1.183], [3.331, 1.203, 0.860], [1.067, 1.286, 2.868], [2.722, 0.741, 3.104], [1.634, -0.192, 2.063], [1.698, 3.504, 2.005], [2.842, 3.669, 0.667], [3.406, 3.153, 2.260], [-0.334, 1.375, -3.443], [-2.467, 0.949, -2.215], [-2.799, 2.963, 0.044], [-2.985, 1.236, 0.299], [-4.045, 2.070, -0.825], [-1.646, 3.875, -1.986], [-3.201, 3.330, -2.623], [-1.716, 2.921, -3.465], [-0.364, 3.598, 0.991], [-1.539, 4.264, 3.037], [-2.674, 2.522, 4.407], [-2.543, 0.194, 3.713], [0.017, -0.294, 4.179], [1.135, -1.541, 3.593], [0.319, -1.740, 5.136], [-2.279, -1.249, 4.960], [-1.801, -2.908, 5.228], [-3.027, -2.556, 4.030], [0.276, -3.583, 2.383], [-1.278, -4.215, 2.947], [0.014, -3.906, 4.096], [-4.189, -1.207, 2.909], [-5.099, -1.339, 1.417], [-4.052, 0.049, 1.680], [-3.399, -3.593, 2.364], [-2.434, -3.876, 0.903], [-4.166, -3.564, 0.788], [-2.766, -0.534, -0.600], [-4.120, -1.657, -0.689], [-2.472, -2.251, -0.895], [1.930, -5.003, -1.511], [2.748, -4.105, -2.693], [3.754, -4.723, -3.468], [4.402, -4.006, -4.434], [4.053, -2.666, -4.632], [3.082, -2.133, -3.815], [2.441, -2.802, -2.865], [3.995, -5.756, -3.260], [5.183, -4.452, -5.036], [4.522, -2.070, -5.399], [2.792, -1.095, -3.915]], "lowdin_charge": [0.894, -0.078, -0.381, -0.056, -0.182, 0.009, -0.143, -0.353, -0.065, -0.044, -0.098, -0.118, -0.011, -0.342, -0.067, -0.060, -0.210, -0.069, -0.058, -0.055, -0.112, -0.311, 1.068, -0.665, -0.105, -0.088, -0.111, -0.677, -0.081, -0.095, -0.106, 0.084, 0.073, 0.081, 0.131, 0.089, 0.068, 0.080, 0.116, 0.134, 0.069, 0.095, 0.058, 0.064, 0.081, 0.082, 0.123, 0.135, 0.084, 0.035, 0.093, 0.092, 0.080, 0.063, 0.129, 0.109, 0.108, 0.075, 0.064, 0.071, 0.092, 0.071, 0.089, 0.052, 0.065, 0.067, 0.088, 0.066, 0.090, 0.064, 0.064, 0.083, 0.091, 0.040, 0.095, 0.065, 0.311, -0.916, -0.129, -0.090, -0.094, -0.191, -0.231, 0.090, 0.102, 0.090, 0.075]}